Density functional theory data (wB97M-V/def2-TZVPD) for a cluster of 11 separate species, C35H96N14O15 in total.

Results
net charge = 0
calculated total energy = -89424.7882 eV
HOMO = -0.298 hartree
frontier orbital gap = 8.6 eV

The geometry in XYZ format:
```
160
Properties=species:S:1:pos:R:3:forces:R:3
C 1.242850 -1.744428 -1.818398 -2.498 -3.735 1.106
O 1.083949 -2.262756 -0.693634 -0.362 -0.092 0.324
N 1.987455 -0.710172 -1.915518 2.368 2.957 -0.613
N 0.612625 -2.285217 -2.893474 0.814 0.745 0.181
H 2.195425 -0.355300 -2.821104 0.315 0.366 -0.481
H 2.719902 -0.620294 -1.216265 0.130 0.409 -0.064
H 0.719012 -1.888039 -3.812175 -0.308 -0.094 0.075
H -0.183095 -2.828312 -2.624360 -0.719 -0.472 -0.377
C -5.197347 -1.265356 2.404288 -1.193 -2.129 -0.875
O -5.842455 -2.068579 1.704977 0.946 0.294 0.646
N -4.486424 -1.587442 3.494056 1.396 -0.454 1.561
N -5.228170 0.042600 2.192833 -1.430 1.129 -1.891
H -4.034892 -2.488261 3.553181 -0.314 -0.099 -0.222
H -3.897653 -0.848510 3.868694 -0.141 -0.337 -0.077
H -4.505703 0.585215 2.566471 1.022 0.883 0.328
H -5.528883 0.253178 1.246534 -0.004 0.317 0.416
C -2.837544 -4.745526 1.818959 -1.366 3.883 0.295
O -2.291632 -3.581123 1.803248 -1.365 -3.196 -0.102
N -4.227758 -4.883796 1.802680 0.126 1.215 0.118
N -2.141348 -5.871807 1.939638 0.341 -0.981 -0.052
H -4.914687 -4.105324 1.811123 1.372 0.032 -0.115
H -4.722658 -5.735887 1.684320 0.359 -0.945 -0.057
H -2.594940 -6.767545 2.010307 0.030 0.144 -0.114
H -1.170272 -5.854106 1.702158 0.375 0.091 0.000
C 3.610742 -1.407183 2.766459 -1.299 0.548 2.241
O 4.559964 -2.142014 2.535213 -0.460 0.247 -0.613
N 3.702447 -0.353858 3.695657 0.153 0.001 -0.435
N 2.286718 -1.601345 2.361666 1.445 0.345 0.271
H 4.611476 -0.023982 4.004910 -0.311 -0.539 -0.308
H 2.898486 0.224394 3.971574 0.287 -0.256 -0.590
H 2.142846 -2.341646 1.687611 -0.323 0.452 0.037
H 1.580642 -0.886595 2.596632 0.552 -0.857 -0.526
C -0.806905 0.100717 1.340998 -0.974 0.240 0.075
O -1.668329 0.735697 1.986113 0.499 0.261 0.184
N -1.076721 -1.163835 0.977182 0.469 0.194 -0.305
N 0.383935 0.647506 0.942109 0.000 1.022 0.104
H -0.436597 -1.795279 0.485781 -0.198 0.459 0.220
H -1.996637 -1.446414 1.246753 -0.142 -0.666 0.102
H 0.503196 1.669946 1.178083 -0.167 -1.455 -0.803
H 0.607868 0.373986 -0.013404 0.492 0.158 0.381
C 2.735247 -6.933216 -0.235533 1.223 0.898 -0.717
C 2.567589 -5.418651 -0.021301 -1.452 0.579 -1.330
C 3.509982 -4.556202 -0.937598 -0.518 -0.729 2.112
O 1.120055 -5.098972 -0.259843 1.284 -0.163 0.767
H 1.917771 -7.478392 0.196650 -0.282 -0.284 0.238
H 3.696252 -7.205235 0.223396 -0.345 -0.171 0.171
H 2.878378 -7.211933 -1.298244 -0.493 0.285 0.385
H 2.805265 -5.211060 1.024958 -0.090 0.201 -0.011
H 4.474163 -4.753873 -0.495642 0.778 -0.159 -0.202
H 3.369338 -3.490489 -0.743642 -0.390 -0.091 -0.436
H 3.512050 -4.858492 -1.971176 -0.259 0.113 -0.363
H 0.921045 -4.194828 0.072976 0.511 -0.600 -0.671
C -4.097417 3.008926 3.268690 0.158 1.429 -0.568
C -2.891607 3.964503 3.321756 0.092 -0.528 0.590
C -2.940245 4.889037 4.518391 0.169 -0.483 0.453
O -1.729983 3.146126 3.522462 0.247 0.110 -0.288
H -5.059162 3.509679 3.045641 0.429 -0.114 0.464
H -4.094402 2.484359 4.219783 -0.326 -0.249 -0.038
H -3.918641 2.363478 2.426530 0.105 -0.568 -0.182
H -2.775183 4.620793 2.451647 -0.166 -0.430 -0.454
H -3.893707 5.359162 4.614869 -1.008 0.074 0.067
H -2.277945 5.743069 4.417466 0.644 -0.246 0.188
H -2.748702 4.266496 5.416635 0.058 0.668 -0.335
H -1.699639 2.352853 2.939888 -0.314 0.303 -0.009
C -0.519559 1.295901 -2.701838 -0.814 1.114 0.294
O -1.768659 1.955486 -2.418298 1.347 -0.832 -2.606
C -2.078562 1.783796 -1.108422 -0.579 -0.337 1.314
C -3.205618 2.722396 -0.809790 -0.146 0.859 0.818
N -2.624494 4.077195 -0.666511 -0.645 1.004 0.050
C -3.591325 5.208125 -0.728171 0.435 -0.900 -0.236
C -3.728983 5.665434 -2.177811 0.220 2.016 -0.201
O -5.021003 6.160363 -2.587489 0.898 0.087 0.863
C -5.311149 7.554848 -2.392761 -0.901 -0.695 -1.064
H -0.566717 0.283973 -2.344021 0.149 -0.620 0.294
H 0.277768 1.859131 -2.218270 0.245 -0.117 0.232
H -0.316293 1.280237 -3.757920 -0.250 0.129 -0.539
H -1.280032 2.190275 -0.513394 0.832 -0.265 0.692
H -2.234638 0.700760 -0.839194 -0.127 0.923 -0.118
H -3.692205 2.429244 0.131381 -0.293 -0.122 -0.240
H -3.910809 2.746490 -1.644274 -0.104 -0.067 0.175
H -2.151400 4.219867 0.217270 0.047 -0.759 0.019
H -3.207147 6.001060 -0.058225 -0.191 -0.215 -0.507
H -4.567816 4.942321 -0.365925 -0.718 -0.325 0.381
H -3.451246 4.912791 -2.916736 0.015 -0.183 0.379
H -3.006099 6.505946 -2.224496 -0.127 -0.364 -0.677
H -4.763185 8.223243 -3.113832 -0.122 -0.626 0.858
H -5.298141 7.929780 -1.350972 0.376 -0.348 -0.415
H -6.361392 7.512795 -2.728569 0.269 0.782 0.282
C -0.466359 -2.044656 4.544868 -1.149 -0.500 1.018
O -0.079858 -0.731261 4.419356 0.610 1.281 -0.065
C 0.483409 -0.111635 5.554456 1.270 -0.214 -0.556
C 0.583170 1.352372 5.184138 -1.456 0.672 -0.290
N 1.328671 1.591648 3.945802 0.569 0.094 -0.035
C 1.757976 2.983432 3.870909 0.004 -0.658 -0.141
C 2.309374 3.266310 2.484129 1.602 1.607 1.166
O 1.432596 3.382227 1.402316 -0.188 0.072 0.108
C 0.507696 4.437882 1.554003 -1.326 0.093 -0.176
H 0.331465 -2.756177 4.425486 0.577 -0.341 -0.562
H -1.275451 -2.169431 3.810029 0.326 -0.537 0.305
H -0.806960 -2.212796 5.589667 -0.399 -0.077 -0.462
H 1.498287 -0.505047 5.813149 -0.204 0.117 -0.693
H -0.035039 -0.359209 6.473677 -0.922 0.398 0.152
H 0.957548 1.938762 6.024056 0.560 -0.063 -0.116
H -0.385016 1.825222 4.948073 -0.314 -0.624 0.787
H 0.737393 1.471869 3.114391 -0.018 -0.498 0.885
H 2.580049 3.133963 4.583146 -0.066 0.047 -0.142
H 0.958201 3.682976 4.148279 0.004 -0.008 -0.012
H 3.017608 2.480446 2.213292 0.038 0.199 0.116
H 2.848885 4.250865 2.680246 -0.223 -0.890 -0.876
H 0.899275 5.467137 1.384140 0.306 -0.722 0.398
H -0.033903 4.322553 2.525054 0.366 0.465 -0.818
H -0.211851 4.269336 0.739602 0.063 0.150 0.274
C -1.879745 -4.805719 -1.582512 0.223 0.314 -0.683
O -1.963959 -3.570344 -2.265047 -1.610 1.179 0.271
C -3.059119 -2.830370 -1.647220 -0.304 -0.551 -1.168
C -3.341965 -1.494812 -2.288936 0.253 0.041 -1.968
N -3.741783 -1.487360 -3.760737 -0.501 -0.474 1.424
C -3.647998 -0.207770 -4.460402 0.173 -0.960 0.641
C -4.089492 -0.311971 -5.932517 0.604 1.048 1.703
O -2.996854 -0.904492 -6.592823 0.296 0.214 0.164
C -3.152576 -0.983644 -7.973260 -0.136 1.442 -1.235
H -1.729140 -4.576131 -0.524433 -0.011 -0.563 0.008
H -1.006335 -5.228379 -2.045782 0.389 -0.818 0.379
H -2.774884 -5.422829 -1.790055 0.305 0.175 0.341
H -2.755115 -2.661313 -0.594072 -0.720 -0.241 -0.373
H -4.018094 -3.411878 -1.799352 1.013 0.111 0.725
H -2.438605 -0.900306 -2.202140 0.173 0.452 0.214
H -4.146525 -1.078344 -1.659590 0.202 0.247 -0.392
H -3.512819 -2.300766 -4.326978 0.402 0.353 0.526
H -2.637070 0.201306 -4.419899 0.463 -0.094 -0.454
H -4.159164 0.526372 -3.848105 -0.859 0.222 -0.267
H -4.219439 0.726073 -6.244348 -0.028 0.119 -0.482
H -5.054402 -0.811821 -6.050065 0.162 -0.413 -0.065
H -3.791134 -0.150321 -8.390192 0.461 -0.622 0.523
H -3.643205 -1.900896 -8.180316 -0.448 -1.016 -0.727
H -2.194932 -0.902472 -8.541771 -0.462 -0.290 0.836
C 4.190879 1.185230 0.154188 -0.067 1.325 -0.297
O 4.356365 0.137236 -0.724209 0.972 -1.799 -0.040
C 5.283724 -0.898910 -0.207257 -1.059 0.434 -0.098
C 5.817099 -1.640117 -1.411416 0.066 -1.496 -0.609
N 7.093896 -1.295196 -2.038962 -1.280 -1.107 -0.481
C 7.140864 -0.007038 -2.593875 -1.299 1.508 -1.680
C 8.285370 0.288164 -3.546341 -0.630 0.566 1.282
O 9.443489 0.302530 -2.747577 0.076 -0.332 0.182
C 10.533062 0.550777 -3.567674 1.486 1.304 0.438
H 3.995453 0.900315 1.171103 -0.166 -0.449 0.606
H 3.343215 1.755899 -0.224024 -0.073 0.243 0.174
H 5.076532 1.830192 0.136936 0.040 0.138 0.133
H 4.679763 -1.607981 0.413901 0.700 0.736 -0.312
H 6.042136 -0.384370 0.408789 -0.154 -0.379 -0.180
H 5.004491 -1.578477 -2.158164 0.419 0.109 -0.019
H 5.869011 -2.736370 -1.214080 0.032 0.749 0.267
H 7.825751 -1.380344 -1.397573 1.301 -0.494 1.190
H 7.155360 0.746125 -1.799288 -0.177 0.522 -0.227
H 6.220609 0.102853 -3.225870 0.446 0.227 0.701
H 8.130078 1.269860 -4.018659 -0.024 0.144 0.237
H 8.344080 -0.393922 -4.376909 0.164 -0.862 -0.212
H 10.459448 -0.113726 -4.408980 0.418 -0.090 -0.785
H 11.516592 0.424986 -3.060618 -0.862 -0.375 0.012
H 10.549237 1.631773 -3.847527 -0.183 -0.628 -0.407
```
Positions in Å, forces in eV/Å.